[1]
One molecule with the formula C28H34N6O2 in a non-equilibrium geometry, computed with ωB97M-V/def2-TZVPD.

Each line ends with the natural charge from an NBO analysis.
CARTESIAN COORDINATES (ANGSTROEM)
C -0.2269 3.5554 4.1408  -0.6114
H 0.3705 2.6577 3.9973  0.2056
H 0.4188 4.3293 4.5497  0.2135
H -1.0006 3.3426 4.8735  0.2051
C -0.8333 4.0347 2.8252  -0.3984
H -0.0314 4.3768 2.1662  0.2034
H -1.4825 4.8892 3.0236  0.2103
C -1.6479 2.9752 2.0663  0.1295
N -0.7375 1.8753 1.7529  -0.6394
C -1.0496 0.8064 1.0134  0.7093
O -2.1540 0.4987 0.6142  -0.6443
C 0.1397 -0.1697 0.7701  -0.1234
C 1.3829 0.1559 1.5282  0.1108
C 2.3989 1.0364 1.2305  -0.3086
C 3.3390 0.9608 2.2728  -0.3049
C 2.8632 0.0476 3.1729  -0.0566
N 1.6755 -0.4355 2.7251  -0.3343
C 0.8659 -1.3985 3.4157  -0.4061
H 0.8224 -2.3399 2.8614  0.2146
H -0.1494 -1.0207 3.5560  0.2094
H 1.3056 -1.5925 4.3925  0.2183
H 3.2808 -0.2888 4.1016  0.2084
H 4.2527 1.5156 2.3484  0.2235
H 2.4544 1.6632 0.3630  0.2371
N 0.3705 -0.2778 -0.6700  -0.4268
C 0.3693 0.8457 -1.4044  0.6891
O 0.2971 1.9569 -0.9109  -0.6386
C 0.4045 0.6901 -2.9321  -0.3118
N -0.7271 -0.0600 -3.3864  -0.2061
C -2.0462 0.2042 -3.1765  0.1540
C -2.7356 1.2325 -2.5464  -0.2501
C -4.1062 1.1273 -2.5397  -0.1743
C -4.7735 0.0485 -3.1413  -0.2271
C -4.0990 -0.9691 -3.7711  -0.1905
C -2.7059 -0.8904 -3.7866  0.0374
N -1.7468 -1.7131 -4.2988  -0.2202
N -0.6057 -1.2177 -4.0530  -0.0311
H -4.6077 -1.7990 -4.2340  0.2263
H -5.8526 0.0248 -3.1015  0.2149
H -4.6923 1.8943 -2.0563  0.2157
H -2.2181 2.0546 -2.0794  0.2367
H 1.3111 0.1872 -3.2761  0.2449
H 0.3771 1.7022 -3.3513  0.2386
C 0.5957 -1.6310 -1.1516  -0.2335
C 1.6886 -2.2828 -0.3424  -0.0717
C 1.4415 -3.4014 0.4379  -0.2088
C 2.4422 -3.9443 1.2274  -0.2294
C 3.7058 -3.3735 1.2649  -0.0012
C 3.9541 -2.2610 0.4674  -0.2245
C 2.9630 -1.7267 -0.3297  -0.1208
H 3.1714 -0.8587 -0.9373  0.2044
H 4.9342 -1.8076 0.4794  0.2132
C 4.7891 -3.9360 2.1325  -0.6302
H 5.5709 -4.3804 1.5170  0.2224
H 4.3997 -4.7018 2.7987  0.2135
H 5.2448 -3.1473 2.7290  0.2196
H 2.2309 -4.8170 1.8295  0.2104
H 0.4598 -3.8552 0.4293  0.2135
H 0.8800 -1.6199 -2.2036  0.2357
H -0.3362 -2.2026 -1.0606  0.2114
H -0.2356 -1.1482 1.0883  0.2362
H 0.2495 2.0876 1.8140  0.4258
C -2.8075 2.4353 2.9056  -0.6256
H -2.4390 1.9324 3.7957  0.2068
H -3.3746 1.7194 2.3176  0.2398
H -3.4639 3.2487 3.2027  0.2065
C -2.1849 3.5813 0.7654  -0.6209
H -2.7933 2.8442 0.2490  0.2285
H -1.3565 3.8609 0.1188  0.2214
H -2.7915 4.4586 0.9742  0.2050

Properties
- SMILES: CCC(C)(C)NC(=O)[C@H](c1cccn1C)N(Cc1ccc(C)cc1)C(=O)Cn1nnc2ccccc21
- Frontier orbital gap: 8.81 eV
- HOMO: -8.14 eV
- E_LUMO: 0.7 eV
- F_max: 1.31 eV Å⁻¹
- ΔE to the lowest compared entry with this formula, charge and spin: 100.4 kJ/mol

[2]
A 7-piece molecular cluster, C28H35F21O14 overall in a non-equilibrium geometry, computed with ωB97M-V/def2-TZVPD.

Each line ends with the Mulliken charge.
CARTESIAN COORDINATES (ANGSTROEM)
C 2.0219 9.9613 4.3612  -1.1549
C 1.1496 9.4592 3.2395  -0.2216
O 0.3848 8.3401 3.7316  -0.2020
C -0.6477 7.9642 2.9953  0.3672
O -0.9664 8.4187 1.9380  -0.5297
C -1.3829 6.7835 3.6578  0.8423
F -1.2892 5.7112 2.8780  -0.2051
F -0.8964 6.4872 4.8605  -0.2502
F -2.6821 7.0871 3.8027  -0.2539
H 1.4737 10.3758 5.2012  0.3045
H 2.6795 10.7230 3.9338  0.3741
H 2.6828 9.1715 4.7232  0.3176
H 1.7200 9.1856 2.3538  0.3029
H 0.4315 10.2260 2.9396  0.3138
C 2.8009 -0.7468 -9.0444  -1.1524
C 4.0246 -1.0349 -8.2150  -0.2193
O 3.8070 -0.5732 -6.8649  -0.2464
C 4.6236 -1.0521 -5.9478  0.2907
O 5.4669 -1.8809 -6.0793  -0.5105
C 4.4013 -0.3124 -4.6041  0.9897
F 4.7880 0.9604 -4.6989  -0.2616
F 3.1039 -0.3318 -4.2462  -0.2897
F 5.1083 -0.8949 -3.6419  -0.2479
H 1.9553 -1.3756 -8.7856  0.2982
H 3.0322 -0.8990 -10.1007  0.3799
H 2.5497 0.3157 -8.9846  0.3183
H 4.9469 -0.5948 -8.5920  0.3124
H 4.1890 -2.1159 -8.1934  0.3099
C -5.7869 -2.2421 1.7617  -1.2590
C -4.7908 -1.4722 0.9085  -0.1292
O -3.9699 -0.5585 1.6569  -0.0254
C -4.5262 0.4010 2.3397  0.2733
O -5.6912 0.6674 2.4181  -0.5621
C -3.4786 1.2499 3.1063  0.9053
F -3.4848 2.5049 2.6722  -0.2409
F -3.7700 1.2434 4.4143  -0.2875
F -2.2494 0.7543 2.9606  -0.1765
H -6.4502 -1.6041 2.3431  0.3361
H -5.2183 -2.7807 2.5322  0.2999
H -6.3760 -2.9555 1.1929  0.4009
H -5.2970 -0.9016 0.1314  0.2470
H -4.0907 -2.1894 0.4917  0.2790
C -6.1852 -0.7394 -5.2186  -1.1035
C -6.4179 0.4727 -4.3524  -0.2094
O -5.1932 1.0973 -3.9607  -0.2659
C -4.5857 0.6911 -2.8732  0.2390
O -4.8278 -0.2852 -2.2290  -0.5314
C -3.3782 1.5803 -2.4907  0.9619
F -3.4441 1.8405 -1.1762  -0.2037
F -2.2341 0.9231 -2.7241  -0.2274
F -3.3551 2.7373 -3.1526  -0.2833
H -5.7700 -0.4654 -6.1906  0.3035
H -7.1364 -1.2194 -5.4715  0.3659
H -5.6065 -1.5131 -4.7200  0.3141
H -6.9734 0.1472 -3.4674  0.2880
H -7.0096 1.2438 -4.8351  0.3322
C -1.0385 -2.5791 2.0281  -0.9271
C 0.2668 -3.0511 2.6244  0.2301
O 0.5367 -4.4247 2.3133  -0.3061
C 0.0581 -5.3333 3.1555  0.3600
O -0.4984 -5.1265 4.1903  -0.5236
C 0.3841 -6.7518 2.6404  0.8731
F 0.6245 -6.8002 1.3327  -0.2394
F 1.4664 -7.2118 3.2929  -0.2527
F -0.6456 -7.5691 2.9134  -0.2560
H -1.0799 -2.8661 0.9787  0.2959
H -1.1055 -1.4929 2.1241  0.1240
H -1.9250 -2.8917 2.5856  0.5314
H 0.2933 -2.8651 3.6975  0.3826
H 1.0729 -2.4768 2.1826  -0.2097
C 1.8437 -0.7998 -0.5198  -0.9032
C 0.9989 0.0766 -1.4137  0.0757
O 0.9315 1.4279 -0.9433  -0.3541
C 0.0406 1.6554 0.0062  0.4076
O -0.5647 0.8334 0.6279  -0.4004
C -0.1772 3.1589 0.2650  0.6897
F 0.6639 3.9103 -0.4585  -0.2916
F -1.4197 3.4729 -0.1250  -0.1967
F -0.0488 3.4569 1.5479  -0.2252
H 1.2952 -1.1203 0.3661  -0.1295
H 2.7158 -0.2263 -0.1965  0.3478
H 2.2169 -1.7124 -0.9843  0.5640
H 0.0072 -0.3492 -1.5693  0.1874
H 1.4433 0.1444 -2.4052  0.1780
C 4.5475 -6.2336 3.2993  -1.0346
C 5.8409 -5.4667 3.2306  -0.2861
O 5.6646 -4.2334 2.5102  -0.2923
C 5.0854 -3.2317 3.1465  0.2299
O 4.9975 -3.0921 4.3269  -0.5211
C 4.5768 -2.1697 2.1448  0.9910
F 4.7173 -2.5371 0.8741  -0.2635
F 3.2973 -1.8831 2.3499  -0.2461
F 5.2965 -1.0414 2.3265  -0.2698
H 3.7395 -5.6616 3.7551  0.2863
H 4.6407 -7.1394 3.8995  0.4467
H 4.2527 -6.5480 2.2960  0.2945
H 6.6006 -5.9963 2.6651  0.2819
H 6.2067 -5.2403 4.2335  0.3338

Properties
- SMILES: CCOC(=O)C(F)(F)F.CCOC(=O)C(F)(F)F.CCOC(=O)C(F)(F)F.CCOC(=O)C(F)(F)F.CCOC(=O)C(F)(F)F.CCOC(=O)C(F)(F)F.CCOC(=O)C(F)(F)F
- Frontier orbital gap: 11.27 eV
- HOMO: -10.77 eV
- E_LUMO: 0.5 eV
- F_max: 1.32 eV Å⁻¹
- ΔE to the lowest compared entry with this formula, charge and spin: 59.0 kJ/mol

[3]
A 7-piece molecular cluster, C28H35F21O14 overall in a non-equilibrium geometry, computed with ωB97M-V/def2-TZVPD.

Each line ends with the Mulliken spin population.
CARTESIAN COORDINATES (ANGSTROEM)
C 6.3200 0.2608 -1.5822  0.0059
C 6.4359 -0.2928 -0.1369  -0.0037
O 5.2398 -0.9316 0.3702  0.0376
C 4.8704 -2.0816 0.0292  -0.0179
O 5.3972 -2.9951 -0.6397  0.8408
C 3.4296 -2.3818 0.6921  0.0507
F 3.7110 -3.0803 1.7974  0.0178
F 2.8558 -1.2734 1.0613  0.0517
F 2.6844 -3.2089 -0.1334  0.0093
H 5.6727 1.1372 -1.5506  0.0005
H 5.9215 -0.4557 -2.3005  0.0002
H 7.2689 0.6651 -1.9345  0.0015
H 6.6529 0.5577 0.5093  0.0047
H 7.3087 -0.9457 -0.1420  -0.0014
C -4.2021 -3.4994 1.3633  0.0000
C -3.1246 -3.9800 0.4731  0.0000
O -3.0849 -3.0653 -0.6451  0.0000
C -3.9326 -3.3439 -1.7056  0.0000
O -4.8678 -4.1708 -1.5488  0.0000
C -3.7828 -2.5332 -2.9815  0.0000
F -2.7229 -1.6613 -2.8711  0.0000
F -3.6387 -3.3727 -4.0239  0.0000
F -4.8943 -1.8063 -3.2055  0.0000
H -4.0930 -2.4452 1.6182  0.0000
H -4.0249 -4.1095 2.2490  0.0000
H -5.1987 -3.6172 0.9379  0.0000
H -3.1358 -5.0346 0.1975  0.0000
H -2.1765 -3.9499 1.0100  0.0000
C -0.9188 -0.6179 1.3273  -0.0004
C -0.6592 -0.9283 -0.1590  0.0015
O 0.4880 -0.2244 -0.5240  0.0008
C 1.0938 -0.4534 -1.6584  0.0021
O 0.6047 -1.1829 -2.5993  0.0002
C 2.4653 0.2861 -1.8503  -0.0035
F 2.2772 1.2114 -2.7543  -0.0001
F 2.9038 0.8379 -0.7452  0.0022
F 3.3871 -0.5043 -2.4087  -0.0008
H -1.1982 0.4229 1.4908  0.0001
H 0.0203 -0.8411 1.8336  0.0003
H -1.6814 -1.2403 1.7954  0.0000
H -1.4831 -0.5549 -0.7672  0.0002
H -0.4642 -1.9922 -0.2938  0.0002
C -0.6623 -2.2012 -5.5911  0.0000
C -1.2235 -2.9338 -6.7863  0.0000
O -1.6071 -2.1340 -7.9176  0.0000
C -2.7646 -1.3456 -7.8955  0.0000
O -3.4539 -1.2135 -6.8968  0.0000
C -3.0383 -0.5235 -9.1687  0.0000
F -4.1074 -0.9414 -9.7330  0.0000
F -3.2038 0.7784 -8.8410  0.0000
F -2.0012 -0.5650 -9.9745  0.0000
H 0.1555 -1.5359 -5.8682  0.0000
H -0.2459 -2.9051 -4.8707  0.0000
H -1.4079 -1.5784 -5.0968  0.0000
H -2.1253 -3.4310 -6.4290  0.0000
H -0.4881 -3.5970 -7.2416  0.0000
C 4.4570 2.8759 1.3424  0.0001
C 4.2644 1.8142 2.4404  0.0006
O 4.5676 2.3943 3.7168  0.0001
C 5.8248 2.5979 4.0636  -0.0001
O 6.7605 2.1329 3.3714  0.0001
C 5.9806 3.2794 5.4215  0.0000
F 4.9791 2.9741 6.2325  0.0000
F 7.1516 2.8681 5.9120  0.0000
F 5.9855 4.6584 5.3042  0.0000
H 5.4546 3.2704 1.5355  0.0001
H 3.6589 3.6158 1.2819  0.0000
H 4.4503 2.3512 0.3871  -0.0002
H 4.9575 0.9864 2.2909  -0.0014
H 3.2264 1.4953 2.3453  0.0000
C 1.2730 3.6653 2.7771  0.0000
C 0.3429 2.5354 2.2908  -0.0003
O -0.5014 2.9541 1.2391  0.0000
C -0.0148 3.0691 0.0600  0.0000
O 1.1620 2.9898 -0.2867  0.0000
C -1.1173 3.3784 -1.0154  0.0000
F -0.7495 2.6918 -2.1097  0.0000
F -2.2859 3.0019 -0.5579  0.0000
F -1.1246 4.7217 -1.1488  0.0000
H 1.6961 4.2575 1.9657  0.0000
H 2.0255 3.3229 3.4875  0.0000
H 0.6267 4.2895 3.3941  0.0000
H -0.1067 2.0963 3.1813  0.0000
H 0.9954 1.7595 1.8905  0.0002
C -6.0342 -0.0897 6.5488  0.0000
C -5.3150 -0.2793 5.2485  0.0000
O -5.3428 0.8899 4.4561  0.0000
C -4.8158 0.8909 3.1839  0.0000
O -4.0649 0.0046 2.7639  0.0000
C -5.1972 2.1614 2.3970  0.0000
F -4.0961 2.9422 2.1945  0.0000
F -5.6458 1.8843 1.1984  0.0000
F -6.1151 2.8494 3.0150  0.0000
H -5.8634 -0.8187 7.3409  0.0000
H -7.0948 -0.0658 6.2981  0.0000
H -5.7811 0.8475 7.0445  0.0000
H -5.8064 -1.0960 4.7197  0.0000
H -4.3179 -0.6446 5.4946  0.0000

Properties
- Frontier orbital gap (alpha / beta): 6.87 / 1.88 eV
- Multiplicity: 2
- HOMO (alpha / beta): -12.28 / -12.28 eV
- E_LUMO (alpha / beta): -5.4 / -10.4 eV
- Charge: +1
- F_max: 6.03 eV Å⁻¹
- ΔE to the lowest compared entry with this formula, charge and spin: 12.4 kJ/mol

What is the ΔE to the lowest compared entry with this formula, charge and spin in the second record? 59.0 kJ/mol

The highest F_max belongs to which entry? number 3

The highest ΔE to the lowest compared entry with this formula, charge and spin belongs to which entry? C28H34N6O2